An isolated molecule of C5H8N2. Source: OMol25; level of theory: wB97M-V/def2-TZVPD.

As for the total charge: 0. The structure (SMILES) is C/N=C/C1=N[C@@H]1C. As for the spin multiplicity: 1. For the relative energy (zero: lowest compared OMol25 entry of this formula, charge and spin), the calculation gives 2.823 eV. As for the LUMO energy: 0.245 eV.

Bonds (Å) are listed after each position.
Element x y z (Å)
1 C 2.1624 -0.2333 -1.3382  C2 1.499, H8 1.094, H9 1.094, H10 1.097
2 C 1.1410 0.8134 -1.0086  C1 1.499, C4 1.425, N5 1.548, H11 1.093
3 C -1.2670 0.2525 0.0052  C4 1.448, N6 1.268, H12 1.097
4 C -0.2665 0.5895 -0.9858  C2 1.425, C3 1.448, N5 1.257
5 N 0.0598 1.1464 -2.0646  C2 1.548, C4 1.257
6 N -0.8190 -0.4327 0.9729  C3 1.268, C7 1.436
7 C -1.7115 -0.6869 2.0684  N6 1.436, H13 1.098, H14 1.093, H15 1.093
8 H 1.6882 -1.0628 -1.8703  C1 1.094
9 H 2.9290 0.2081 -1.9815  C1 1.094
10 H 2.6470 -0.6292 -0.4377  C1 1.097
11 H 1.4816 1.6497 -0.3929  C2 1.093
12 H -2.2693 0.6966 -0.0367  C3 1.097
13 H -2.6078 -0.0537 2.0330  C7 1.098
14 H -1.1690 -0.5163 3.0023  C7 1.093
15 H -1.9986 -1.7412 2.0345  C7 1.093

Charges obtained by Mulliken population analysis, quoted in units of e: -1.079, 0.252, -0.139, 0.157, -0.612, -0.284, -0.669, 0.322, 0.301, 0.280, 0.338, 0.336, 0.298, 0.247, 0.251